ORCA calculation (the ωB97M-V functional and the def2-TZVPD basis) on C16H22As2Mn as an isolated structure at a distorted geometry.

The calculation puts the relative energy (zero: lowest compared OMol25 entry of this formula, charge and spin) at 0.000 eV. As for the LUMO energy (alpha / beta): -13.320 / -11.819 eV. Its multiplicity is 5. For the largest force on an atom, the calculation gives 2.24 eV/Å. The calculation puts the HOMO energy (alpha / beta) at -18.9 / -18.9 eV. Its charge is +3.

The geometry in XYZ format:
```
41
Properties=species:S:1:pos:R:3:forces:R:3
Mn 0.17287 -1.52224 -0.13236 -0.06 -0.34 -0.18
C 0.78096 -2.90708 -2.14148 0.57 0.19 0.12
C 1.59408 -3.22103 -1.04487 0.26 -0.58 0.57
C 1.06042 -3.74113 0.16124 -1.10 0.09 -1.03
C -0.34352 -3.88118 0.28046 0.24 0.21 -0.72
C -1.15353 -3.52950 -0.82270 -0.73 -0.53 0.58
C -0.57734 -3.12624 -2.03353 -1.61 -0.01 -0.81
H 1.26601 -2.53350 -3.04154 -0.31 -0.24 -0.03
H 2.65977 -3.22404 -1.21022 0.27 0.27 0.30
H 1.69121 -4.09545 0.92866 0.74 -0.23 0.79
H -0.86040 -4.36046 1.10010 0.39 0.16 0.46
H -2.25135 -3.71072 -0.70698 1.06 0.26 -0.43
H -1.24003 -3.08460 -2.91088 0.39 0.42 0.36
C 2.34171 0.81161 -2.12901 -0.22 -0.43 0.08
As 1.47530 0.65322 -0.44348 0.33 0.61 0.53
C 2.89242 0.77917 0.88959 -0.33 -0.93 0.63
C 0.30296 2.15547 -0.07642 0.18 -0.88 0.12
C 0.80379 3.45300 -0.19461 -1.03 -0.33 0.14
C 0.08529 4.46403 0.39968 -0.21 1.42 0.83
C -1.00782 4.23132 1.25743 0.98 0.20 -0.85
C -1.42791 2.94224 1.42154 -1.19 -1.80 -0.59
C -0.85505 1.87274 0.64556 -0.07 0.95 1.19
As -1.58520 0.06311 0.80695 -0.08 0.99 0.93
C -3.02468 -0.08861 -0.54354 0.59 -0.60 0.58
C -1.96759 -0.00555 2.78151 -0.10 -1.11 0.46
H 2.49215 1.86719 -2.25265 0.43 0.58 -0.16
H 1.64713 0.49851 -2.88633 -0.07 -0.24 -0.56
H 3.26980 0.23915 -2.12181 -0.07 0.16 -0.14
H 2.44054 1.19433 1.77830 -0.05 0.59 0.15
H 3.77283 1.32719 0.56220 -0.21 0.22 -0.27
H 3.21522 -0.20664 1.23562 0.08 -0.10 -0.43
H 1.67702 3.69957 -0.74641 0.69 0.02 -0.38
H 0.40784 5.50972 0.31268 0.03 -0.53 -0.20
H -1.49212 5.07233 1.74313 0.03 -0.22 0.07
H -2.30509 2.75074 2.05456 0.44 0.03 -0.26
H -3.81486 0.61536 -0.37113 -0.34 0.45 0.24
H -3.41454 -1.09635 -0.62577 -0.12 -0.16 0.36
H -2.51657 0.12028 -1.46488 0.24 0.40 -0.55
H -2.83246 0.62754 2.93662 -0.04 0.51 -0.09
H -1.08076 0.35977 3.34884 -0.57 -0.08 -0.75
H -2.29849 -0.97327 3.25592 0.57 0.59 -1.07
```
Positions in Å, forces in eV/Å.

ORCA calculation (the ωB97M-V functional and the def2-TZVPD basis) on C16H22As2N2O4S2Zr as an isolated structure.

The calculation puts the relative energy (zero: lowest compared OMol25 entry of this formula, charge and spin) at 5.386 eV. As for the LUMO energy: -8.721 eV. For the largest force on an atom, the calculation gives 0.59 eV/Å. The calculation puts the HOMO energy at -14.5 eV. Its charge is +2.

The geometry in XYZ format:
```
49
Properties=species:S:1:pos:R:3:forces:R:3
Zr 2.81939 1.30871 0.44357 0.10 0.55 -0.18
C -2.25951 3.56364 -1.11556 -0.03 0.02 0.01
As -2.16439 2.19985 0.27751 -0.04 0.02 -0.05
C -3.84520 1.26084 -0.03223 -0.08 0.07 0.00
C -1.00748 0.80968 -0.64948 0.06 -0.05 0.03
C -1.32299 0.74146 -2.11930 -0.01 0.06 -0.01
C -0.71881 -0.01132 -3.03694 0.01 0.01 0.00
C 0.38724 -0.93336 -2.80743 0.00 0.00 -0.03
C 0.99364 -1.20302 -1.65196 -0.03 -0.02 0.02
C 0.67090 -0.61891 -0.29921 -0.08 -0.03 -0.02
As 2.07548 -1.23947 1.02645 0.05 -0.13 -0.13
C 3.21271 -2.54433 0.16850 -0.04 -0.01 0.02
C 1.33520 -2.21539 2.51449 0.00 0.01 0.04
H -1.26542 3.89691 -1.41154 0.01 -0.02 0.01
H -2.77313 4.40935 -0.65787 0.02 0.01 -0.01
H -2.82333 3.25629 -1.99365 0.01 -0.03 0.00
H -4.64360 1.99774 0.04902 -0.01 -0.01 0.00
H -4.02269 0.50337 0.73018 0.03 0.01 0.00
H -3.87666 0.82399 -1.03111 -0.04 -0.02 0.02
H -2.13067 1.37446 -2.46035 0.00 -0.02 0.00
H -1.07365 0.05920 -4.05747 -0.01 0.00 0.00
H 0.74878 -1.46441 -3.67946 0.00 0.01 0.00
H 1.78732 -1.93380 -1.68541 0.01 0.01 0.00
H 3.72268 -2.11464 -0.68947 -0.01 0.01 0.00
H 2.63792 -3.42457 -0.11443 0.01 0.00 -0.01
H 3.95557 -2.81876 0.91769 0.00 -0.01 0.00
H 0.61234 -2.93493 2.13496 0.00 -0.01 0.02
H 0.86284 -1.57156 3.24808 -0.01 -0.01 0.00
H 2.17655 -2.74399 2.96163 0.00 0.01 0.01
N -3.14633 -2.13708 1.02965 -0.01 -0.01 0.05
C -2.24143 -1.69504 1.91772 -0.09 0.05 -0.09
S -2.07993 -2.29339 3.43299 0.04 -0.02 0.00
C -1.30070 -0.63596 1.42735 -0.03 -0.08 0.01
C -0.89866 0.32069 2.29299 0.09 0.07 0.12
C 0.07315 1.34163 2.04189 -0.05 0.07 -0.03
N 0.78221 1.61319 0.96549 -0.04 -0.24 0.04
C 0.50451 0.96812 -0.33824 0.04 -0.01 0.01
C -0.88319 -0.63687 -0.00789 0.04 -0.06 0.01
H -3.79919 -2.84508 1.33328 0.00 0.00 0.00
H -3.36485 -1.64450 0.17916 0.02 -0.02 -0.02
H -1.29448 0.30277 3.30065 0.01 -0.01 0.00
H 0.33366 1.94817 2.90713 0.00 0.03 -0.02
H 1.05484 1.51957 -1.13273 0.03 -0.03 0.02
H -1.37531 -1.42939 -0.56479 0.02 0.02 -0.04
O 4.20340 2.68251 -0.36245 0.10 -0.06 0.05
S 4.88754 1.38389 -0.83579 -0.20 -0.01 0.20
O 5.98297 1.42574 -1.69574 0.00 0.00 0.00
O 3.55625 0.70798 -1.36962 -0.02 -0.02 -0.04
O 4.93448 0.66998 0.49975 0.12 -0.10 -0.03
```
Positions in Å, forces in eV/Å.

ORCA calculation (the ωB97M-V functional and the def2-TZVPD basis) on C16H22AsF6N7O2V as an isolated structure at a distorted geometry.

The calculation puts the relative energy (zero: lowest compared OMol25 entry of this formula, charge and spin) at 0.000 eV. As for the LUMO energy (alpha / beta): -7.377 / -9.211 eV. Its multiplicity is 4. For the largest force on an atom, the calculation gives 1.11 eV/Å. The calculation puts the HOMO energy (alpha / beta) at -14.7 / -14.7 eV. Its charge is +2.

The geometry in XYZ format:
```
55
Properties=species:S:1:pos:R:3:forces:R:3
V 0.30426 0.53337 -1.27848 -0.07 0.47 0.10
C 1.90238 1.30895 4.11591 -0.03 -0.01 0.02
C 0.96842 1.76242 2.98868 -0.02 -0.04 0.00
C -0.31763 0.97046 2.92289 0.12 -0.14 -0.21
C -1.26217 1.18870 3.88054 -0.26 -0.03 0.15
C -2.52274 0.55813 3.83644 0.02 0.03 0.03
C -2.85889 -0.30474 2.80902 -0.06 0.13 0.22
C -1.96828 -0.53697 1.78746 0.19 0.02 -0.16
C -2.32974 -1.51741 -0.47702 0.12 0.08 0.27
C -0.65512 -3.28205 -0.93989 -0.07 -0.16 -0.05
C -0.64784 0.09077 1.82568 -0.14 0.06 0.02
N 0.25074 -0.15238 0.83235 0.34 -0.09 -0.05
C 1.51058 -0.47806 1.16699 -0.30 0.12 -0.09
C 2.48020 -0.50029 0.18796 -0.11 0.18 -0.02
C 3.86004 -0.78092 0.22294 0.08 -0.07 0.09
C 4.35134 -0.51149 -1.03758 0.09 -0.01 0.00
C 3.26669 -0.06915 -1.80785 -0.20 -0.03 -0.01
N 2.12514 -0.06179 -1.09675 1.10 -0.11 0.10
H 2.80800 1.91368 4.12064 -0.01 0.00 -0.01
H 2.19489 0.26110 4.02152 0.00 0.02 -0.01
H 1.42428 1.41977 5.08971 0.00 0.00 -0.03
H 1.48788 1.75798 2.03209 0.02 -0.02 -0.04
H 0.68951 2.80271 3.15825 0.00 0.04 0.02
H -1.05208 1.89181 4.67674 -0.03 -0.01 0.00
H -3.24559 0.76047 4.61694 0.03 0.00 -0.01
H -3.80572 -0.82532 2.79254 0.00 0.01 0.01
H -2.56937 -0.51961 -0.83654 -0.03 0.06 -0.02
H -3.13745 -2.20209 -0.72247 -0.04 -0.09 0.03
H 0.41210 -3.33626 -1.15648 0.04 0.01 -0.05
H -1.30041 -5.03344 -1.67475 0.02 0.02 0.02
H -0.83919 -3.62066 0.07920 0.00 -0.03 0.06
H 1.74920 -0.76454 2.18495 -0.02 0.01 0.03
H 4.41514 -1.13050 1.08125 -0.04 0.01 -0.04
H 5.37004 -0.60715 -1.37785 -0.04 0.00 0.00
H 3.29426 0.23351 -2.84417 0.00 0.02 -0.01
N 0.35118 0.92857 -3.43968 -0.14 -0.16 -0.02
N -0.22844 -0.19918 -4.06673 0.03 0.05 0.23
C -0.75373 -1.16190 -3.27372 0.03 0.16 0.10
N -1.45273 -2.13618 -3.80408 -0.05 -0.23 0.04
N -0.49427 -1.03913 -1.95216 -0.47 -0.75 -0.28
N -1.08021 -1.92962 -1.03808 -0.18 0.11 -0.48
O -1.41091 -4.09164 -1.85343 0.06 0.18 -0.01
O -2.32003 -1.54212 0.96248 0.11 0.01 -0.18
H -0.23121 1.75415 -3.58858 0.00 0.07 -0.01
H 1.25862 1.10293 -3.86167 0.05 0.02 0.01
H -0.45572 -0.14474 -5.04755 0.00 0.01 -0.04
H -1.60955 -2.18276 -4.79880 -0.01 -0.02 0.00
H -1.65360 -2.96794 -3.23624 -0.02 0.03 -0.05
F 0.68273 2.47982 -0.75049 0.00 -0.21 0.03
As -0.95691 3.34646 -0.85494 0.00 0.23 0.21
F -0.26274 4.75168 -0.25929 0.03 0.03 -0.05
F -1.23574 2.67099 0.67889 -0.15 -0.04 0.46
F -2.52993 3.88402 -1.05178 -0.18 0.02 -0.04
F -1.44707 1.64110 -1.46949 0.12 -0.18 0.18
F -0.52260 3.61647 -2.47551 0.08 0.17 -0.52
```
Positions in Å, forces in eV/Å.

ORCA calculation (the ωB97M-V functional and the def2-TZVPD basis) on the molecule C16H22BF2NO6SSi at a distorted geometry.

As for the LUMO energy: -1.733 eV. For the largest force on an atom, the calculation gives 6.41 eV/Å. The calculation puts the HOMO energy at -8.7 eV.

The geometry in XYZ format:
```
50
Properties=species:S:1:pos:R:3:forces:R:3
C -2.56430 2.31470 2.36585 -0.52 0.35 1.05
Si -0.94543 2.50737 1.36557 0.33 0.70 -0.08
C -0.84836 4.38675 0.86605 -0.48 0.28 0.68
C -0.87473 1.47965 -0.25762 -0.65 0.17 -1.29
C -1.89653 0.24164 -0.33340 -0.26 -0.93 0.28
C -1.16943 -1.21463 -0.19451 -1.10 1.98 0.38
F -2.17425 -2.08068 0.34441 2.06 0.82 -1.01
F -0.16930 -1.04400 0.81925 -1.57 -0.90 -1.82
C -0.58112 -1.66583 -1.63719 -0.37 0.07 -0.34
C -1.23171 -3.04867 -2.20748 -2.95 1.78 0.40
O -1.30421 -2.91833 -3.69140 -3.22 -0.27 -0.80
C -2.66142 -2.77601 -4.08279 -1.88 1.65 2.11
N -3.83818 -2.46401 -4.07345 6.11 -1.86 -0.55
C -0.58190 -4.39828 -1.67887 0.63 0.64 0.34
O 0.57680 -4.95124 -0.93454 2.04 -1.36 -0.16
S 1.43755 -3.64064 -0.20751 2.85 -1.84 3.14
O 2.69617 -4.31940 0.31340 -3.58 2.17 -2.12
O 1.92293 -2.49562 -1.28922 -0.42 -1.62 -0.01
C 0.99605 -1.49189 -1.75057 -0.59 2.15 -0.83
B 1.48325 -1.10953 -3.29492 1.33 -0.62 -1.14
O 0.61031 -0.57257 -4.30544 1.46 0.18 2.23
O 2.87645 -1.39310 -3.61196 -2.31 1.85 1.07
C 0.65308 2.07609 2.35251 3.06 -0.55 1.82
C 0.73680 0.83750 3.29163 3.05 1.99 -0.29
C 2.05635 0.46910 4.05473 -0.17 3.06 -2.57
C 3.33312 1.37548 3.84241 -3.84 0.68 -1.74
C 3.20419 2.63798 2.90353 -2.26 -1.84 0.17
C 1.88862 3.00487 2.14699 0.42 -3.69 2.80
H -2.34111 2.67260 3.44494 -0.31 -0.60 -1.65
H -2.96060 1.24380 2.45276 0.40 1.60 -0.18
H -3.37108 3.05141 1.97394 1.22 -1.48 0.48
H -0.85139 4.97658 1.86406 0.30 -0.77 -1.66
H 0.10417 4.58650 0.26650 -1.49 0.04 0.75
H -1.81126 4.73124 0.31930 1.75 -0.65 0.61
H -1.17798 2.20491 -1.11396 0.55 -1.12 1.37
H 0.22351 1.22204 -0.44186 -1.56 0.07 0.22
H -2.51523 0.28079 -1.31007 1.12 -0.28 1.52
H -2.68901 0.24240 0.51396 1.48 0.17 -1.30
H -1.02823 -0.86895 -2.35879 0.98 -1.33 1.20
H -2.36429 -3.02419 -1.94329 2.15 -0.27 0.25
H 0.28940 -4.03636 -2.39613 -1.05 1.27 0.47
H -0.77906 -3.87844 -0.63382 -0.30 1.10 -1.50
H 1.25844 -0.51498 -1.16781 -0.55 -1.61 -0.70
H 0.80881 0.38839 -4.37973 -0.12 -0.91 -0.42
H 3.46442 -1.07537 -2.88535 -0.57 -0.94 -0.62
H -0.20643 0.19827 3.40262 1.67 0.96 -0.07
H 2.07649 -0.46804 4.71982 0.07 1.73 -1.16
H 4.31377 1.09496 4.37708 -1.77 0.69 -1.06
H 4.11310 3.30865 2.72039 -1.42 -1.19 0.45
H 1.81277 3.91711 1.45997 0.31 -1.55 1.27
```
Positions in Å, forces in eV/Å.